A cluster of 2 separate species, C5H11ClNO2P in total in a non-equilibrium geometry. Source: the Open Molecules 2025 dataset; level of theory: the ωB97M-V functional and the def2-TZVPD basis.

The calculation puts the LUMO energy (alpha / beta) at -0.059 / -0.098 hartree. As for the multiplicity: 1. The relative energy (zero: lowest compared OMol25 entry of this formula, charge and spin) is 4.5 kcal per mole. As for the strongest force on any atom: 3.54 eV/Å.

XYZ file:
```
21
Properties=species:S:1:pos:R:3:forces:R:3
C 2.8295 -1.1648 0.4757 0.8 2.4 -2.0
C 1.5541 -1.3530 -0.2711 0.8 -0.3 -2.1
C 3.9847 -0.3495 -0.2682 -0.3 -0.4 1.8
C -3.7852 1.4687 -0.0311 -1.4 3.0 1.3
C -1.4703 1.0673 0.1733 -0.9 2.9 -0.4
N -2.7658 0.4904 0.0163 0.2 -0.9 1.6
O 0.9345 -2.4732 -0.1826 -0.7 -0.6 0.1
O 1.6472 -0.5310 0.8961 -0.5 1.3 0.5
P -3.1622 -1.1015 0.0613 -1.0 0.2 0.1
Cl -1.4669 -2.0592 0.1611 0.4 0.1 -0.4
H 3.0891 -1.9804 1.1013 0.7 -0.6 0.5
H 1.5404 -0.7770 -1.3013 -0.3 -0.6 1.9
H 4.5205 0.4554 0.3826 -0.6 -1.9 -0.9
H 3.7424 0.1871 -1.2031 -0.5 -0.5 0.5
H 4.5520 -1.2658 -0.5239 0.8 1.1 0.0
H -3.5296 2.2364 -0.7585 -0.1 -0.3 -0.7
H -4.7594 1.0752 -0.1801 -0.7 -0.7 -0.7
H -4.0145 2.1903 0.8617 1.2 -1.8 -0.6
H -1.3179 1.7490 1.0212 -0.8 -0.3 0.3
H -0.7122 0.4021 0.2473 2.3 -2.2 -0.3
H -1.4104 1.7335 -0.6779 0.9 0.1 -0.5
```
Positions in Å, forces in eV/Å.